Entry one
This record from OMol25 describes an isolated molecule of C4H8N2. The level of theory is ωB97M-V with the def2-TZVPD basis set.

- Gap between HOMO and LUMO: 10.61 eV
- Structure (SMILES): CN[C@@H](C)C#N

Each line ends with the Mulliken charge.
Positions of all 14 atoms, in Å:
C  1.675  -0.634  0.108  -0.87
N  0.597  0.004  0.850  -0.48
C  -0.399  0.540  -0.074  0.58
C  -1.283  -0.583  -0.631  -1.33
C  -1.220  1.550  0.623  0.06
N  -1.846  2.344  1.184  -0.43
H  1.333  -1.592  -0.303  0.26
H  2.509  -0.835  0.789  0.35
H  2.030  -0.003  -0.732  0.32
H  0.977  0.758  1.414  0.27
H  0.106  1.044  -0.923  0.22
H  -2.076  -0.189  -1.273  0.39
H  -0.676  -1.267  -1.233  0.34
H  -1.726  -1.136  0.202  0.33

Entry two
This record from OMol25 describes an isolated molecule of C4H8N2. The level of theory is ωB97M-V with the def2-TZVPD basis set.

- Gap between HOMO and LUMO: 10.49 eV
- Structure (SMILES): C[C@@H]1N2N[C@@]12C

Each line ends with the Mulliken charge.
Positions of all 14 atoms, in Å:
C  1.696  -0.462  -0.245  -1.25
C  0.381  -0.968  0.281  0.43
N  -0.678  -1.452  -0.666  -0.47
N  -1.831  -1.341  0.269  -0.38
C  -0.948  -0.169  0.033  0.38
C  -1.429  1.254  -0.284  -1.11
H  1.562  -0.207  -1.289  0.37
H  2.484  -1.226  -0.184  0.34
H  2.162  0.346  0.466  0.25
H  0.316  -1.398  1.252  0.30
H  -1.535  -1.682  1.179  0.24
H  -2.517  1.288  -0.427  0.32
H  -0.872  1.596  -1.062  0.30
H  -1.326  2.053  0.501  0.28

Entry three
This record from OMol25 describes a structure of composition C4H8N2. The level of theory is ωB97M-V with the def2-TZVPD basis set.

- Gap between HOMO and LUMO: 9.46 eV

Each line ends with the Mulliken charge.
Positions of all 14 atoms, in Å:
C  1.809  -0.150  -0.061  -0.49
N  1.095  -1.397  0.206  -0.64
C  0.597  -0.501  -0.840  0.14
C  -0.700  0.260  -0.877  -0.22
C  -1.627  -0.054  0.237  -0.46
N  -0.901  1.133  0.745  -0.50
H  2.790  -0.265  -0.517  0.25
H  1.731  0.649  0.673  0.28
H  0.549  -1.291  1.058  0.29
H  0.779  -0.889  -1.844  0.40
H  -0.422  1.456  -0.289  0.22
H  -1.426  -0.931  0.854  0.14
H  -2.696  0.083  0.068  0.24
H  -1.579  1.901  0.689  0.34

Entry four
This record from OMol25 describes an isolated molecule of C4H8N2. The level of theory is ωB97M-V with the def2-TZVPD basis set.

- Gap between HOMO and LUMO: 9.94 eV
- Structure (SMILES): [H]/N=C(N)\C=C\C

Each line ends with the Mulliken charge.
Positions of all 14 atoms, in Å:
H  -1.797  -1.920  0.016  0.23
N  -2.182  -0.997  0.091  -0.75
C  -1.205  -0.060  0.016  0.53
N  -1.432  1.299  -0.041  -0.50
C  0.264  -0.521  -0.177  -0.20
C  1.364  0.267  -0.187  -0.31
C  2.784  -0.089  0.146  -1.05
H  -0.974  1.782  0.671  0.25
H  -2.443  1.393  0.067  0.32
H  0.462  -1.599  -0.104  0.20
H  1.303  1.257  -0.553  0.43
H  2.984  -1.186  0.338  0.30
H  3.455  0.073  -0.675  0.31
H  3.076  0.508  1.107  0.23

entry one comes first in stability; the runner-up is 0.0260 hartree higher.

Entry one
This record from OMol25 describes a cluster of 2 separate species, C4H8N2 in total. The level of theory is ωB97M-V with the def2-TZVPD basis set.

- Gap between HOMO and LUMO: 9.64 eV
- Structure (SMILES): C=C(C)N.C#N

Each line ends with the Mulliken charge.
Positions of all 14 atoms, in Å:
C  -0.523  1.065  -1.008  -1.06
C  0.183  -0.010  -0.614  0.50
C  1.576  0.103  -0.058  -1.24
N  -0.299  -1.304  -0.689  -0.43
H  -1.486  0.961  -1.503  0.34
H  -0.098  2.059  -0.933  0.31
H  2.295  -0.232  -0.814  0.34
H  1.707  -0.521  0.835  0.35
H  1.809  1.137  0.206  0.30
H  0.123  -1.982  -0.071  0.27
H  -1.302  -1.411  -0.758  0.27
C  -1.338  0.050  1.874  0.27
N  -1.183  -0.675  2.760  -0.42
H  -1.373  0.686  0.992  0.21

Entry two
This record from OMol25 describes an isolated molecule of C4H8N2. The level of theory is ωB97M-V with the def2-TZVPD basis set.

- Gap between HOMO and LUMO: 7.25 eV

Each line ends with the Mulliken charge.
Positions of all 14 atoms, in Å:
C  -1.250  0.700  0.178  -0.38
C  -0.056  -1.276  0.270  -0.73
C  1.262  -0.750  -0.028  -0.45
C  0.115  1.329  -0.095  -0.42
H  -1.928  1.139  -0.595  0.29
H  -1.554  0.787  1.258  0.24
H  -1.096  -0.792  -1.308  0.32
H  0.142  -2.130  -0.225  0.33
H  -0.200  -1.493  1.317  0.28
H  2.248  -1.077  -0.396  0.41
H  1.959  1.211  -0.320  0.28
H  0.344  2.396  0.184  0.24
N  -1.204  -0.692  -0.289  -0.37
N  1.218  0.648  0.047  -0.04

entry one comes first in stability; the runner-up is 0.1075 hartree higher.

Entry one
This record from OMol25 describes an isolated molecule of C4H8N2. The level of theory is ωB97M-V with the def2-TZVPD basis set.

- Gap between HOMO and LUMO: 10.12 eV
- Structure (SMILES): [H]/N=C(\C=C)NC

Each line ends with the Mulliken charge.
Positions of all 14 atoms, in Å:
H  -0.335  2.749  0.206  0.23
N  -1.003  2.047  -0.045  -0.73
C  -0.346  0.943  -0.146  0.55
C  1.136  0.747  0.171  -0.21
C  1.871  -0.241  -0.314  -0.76
N  -0.999  -0.177  -0.609  -0.28
C  -1.052  -1.293  0.312  -0.94
H  1.569  1.492  0.828  0.27
H  2.880  -0.547  -0.039  0.26
H  1.430  -0.957  -1.026  0.34
H  -1.948  0.081  -0.904  0.31
H  -1.628  -1.126  1.206  0.32
H  -0.021  -1.578  0.575  0.36
H  -1.553  -2.141  -0.216  0.28

Entry two
This record from OMol25 describes an isolated molecule of C4H8N2. The level of theory is ωB97M-V with the def2-TZVPD basis set.

- Gap between HOMO and LUMO: 9.25 eV

Each line ends with the Mulliken charge.
Positions of all 14 atoms, in Å:
C  1.851  -0.010  0.331  -1.24
C  0.399  0.443  0.063  0.21
N  -0.198  -0.198  -1.034  -0.39
C  -1.650  -0.161  -0.850  -0.43
C  -2.005  -0.228  0.665  -0.32
N  -0.862  0.107  1.203  -0.13
H  2.547  0.220  -0.500  0.30
H  1.900  -1.093  0.487  0.35
H  2.268  0.480  1.215  0.35
H  -0.571  0.207  2.172  0.15
H  0.353  1.540  -0.023  0.22
H  0.115  -1.163  -1.065  0.32
H  -2.107  -0.947  -1.457  0.37
H  -2.041  0.804  -1.205  0.22

entry one comes first in stability; the runner-up is 0.0467 hartree higher.

Entry one
This record from OMol25 describes a cluster of 2 separate species, C16H15N2O4 in total. The level of theory is ωB97M-V with the def2-TZVPD basis set.

- Total charge: -1
- Gap between HOMO and LUMO: 5.08 eV

Each line ends with the Mulliken charge.
Positions of all 37 atoms, in Å:
C  -4.628  0.686  -1.505  -1.27
C  -3.266  1.276  -1.224  0.01
O  -2.284  0.304  -1.619  -0.34
C  -1.029  0.779  -1.384  0.50
C  -0.010  -0.205  -1.663  -0.79
C  1.344  0.121  -1.796  1.12
C  1.829  1.473  -1.665  -0.46
C  3.182  1.747  -1.660  -0.59
C  4.126  0.717  -1.824  0.47
C  5.527  1.008  -1.742  0.10
N  6.674  1.252  -1.661  -0.64
C  3.679  -0.598  -2.051  -0.48
C  2.331  -0.894  -2.076  -0.91
O  -0.884  1.942  -0.980  -0.77
H  -5.405  1.348  -1.096  0.39
H  -4.808  0.600  -2.589  0.30
H  -4.761  -0.311  -1.055  0.30
H  -3.148  2.204  -1.803  0.26
H  -3.156  1.490  -0.151  0.15
H  -0.354  -1.167  -2.024  0.26
H  1.098  2.272  -1.521  0.39
H  3.530  2.774  -1.503  0.37
H  4.418  -1.392  -2.181  0.37
H  1.980  -1.910  -2.269  0.31
C  0.151  -2.569  4.114  -0.96
N  -0.293  -1.494  3.274  0.09
C  -1.654  -1.174  3.150  0.28
O  -2.561  -1.743  3.743  -0.62
C  -1.664  -0.061  2.178  -0.37
C  -0.412  0.160  1.738  -0.49
C  0.538  -0.731  2.436  0.53
O  1.759  -0.785  2.387  -0.60
H  1.238  -2.578  4.096  0.37
H  -0.216  -2.426  5.134  0.29
H  -0.244  -3.517  3.734  0.30
H  -2.588  0.449  1.959  0.46
H  -0.038  0.956  1.101  0.68

Entry two
This record from OMol25 describes the ion C16H15N2O4 with charge -1. The level of theory is ωB97M-V with the def2-TZVPD basis set.

- Total charge: -1
- Gap between HOMO and LUMO: 6.05 eV
- Structure (SMILES): CCOC(=O)[C@@H](c1ccc(C#N)cc1)[C@H]1C=C([O-])N(C)C1=O

Each line ends with the Mulliken charge.
Positions of all 37 atoms, in Å:
C  0.574  5.314  2.239  -1.31
C  -0.389  4.172  2.292  -0.05
O  -0.487  3.561  0.971  -0.28
C  -1.374  2.532  0.986  0.24
O  -1.635  1.963  2.063  -0.72
C  -2.023  2.310  -0.405  -0.35
C  -2.160  0.866  -0.696  0.66
C  -2.580  -0.084  0.286  -0.17
C  -3.089  -1.330  -0.083  -0.77
C  -3.059  -1.742  -1.419  0.51
C  -3.661  -2.990  -1.789  0.05
N  -4.182  -3.976  -2.099  -0.59
C  -2.439  -0.918  -2.369  -0.58
C  -1.952  0.339  -2.010  -0.68
C  -3.510  3.376  -0.184  0.99
C  -3.544  4.636  0.329  -0.61
C  -4.294  5.536  -0.541  0.03
O  -4.435  6.756  -0.518  -0.76
N  -4.880  4.699  -1.492  0.15
C  -5.758  5.204  -2.519  -1.02
C  -4.529  3.374  -1.286  0.20
O  -5.045  2.399  -1.856  -0.70
H  0.527  5.838  3.190  0.39
H  1.591  4.954  2.087  0.31
H  0.329  6.010  1.438  0.32
H  -0.073  3.414  3.012  0.30
H  -1.398  4.509  2.553  0.22
H  -1.434  2.787  -1.187  0.51
H  -2.525  0.201  1.344  0.41
H  -3.532  -1.968  0.686  0.39
H  -2.381  -1.277  -3.403  0.39
H  -1.421  0.933  -2.768  0.33
H  -3.516  2.457  0.427  -0.10
H  -3.099  5.045  1.229  0.29
H  -6.260  4.373  -3.001  0.39
H  -6.505  5.890  -2.114  0.29
H  -5.180  5.755  -3.267  0.29

entry one comes first in stability; the runner-up is 0.0659 hartree higher.